No. 1
Here is a 17-piece molecular cluster, C58H104Cl10N12 overall in a non-equilibrium geometry from OMol25. Energies are from ωB97M-V with the def2-TZVPD basis set.

Computed properties:
highest occupied orbital energy	-9.8510	eV
2S+1	1
F_max	7.77	eV/A
net charge	0

Last column: Löwdin charge in e.
CARTESIAN COORDINATES (ANGSTROEM)
C (0.79, 3.82, 3.27)  -0.09
C (1.73, 2.90, 4.16)  -0.18
C (2.89, 2.11, 3.41)  -0.18
C (3.54, 2.80, 2.30)  -0.21
N (4.06, 3.35, 1.40)  0.20
H (0.24, 3.23, 2.54)  0.05
H (1.28, 4.59, 2.67)  0.05
H (0.12, 4.41, 3.90)  0.04
H (1.17, 2.09, 4.62)  0.09
H (2.18, 3.51, 4.95)  0.10
H (2.57, 1.11, 3.10)  0.08
H (3.66, 1.89, 4.14)  0.11
C (4.04, 6.75, 3.32)  -0.09
C (3.13, 7.64, 2.43)  -0.24
C (2.91, 7.07, 1.04)  -0.23
C (4.12, 6.79, 0.33)  -0.29
N (5.11, 6.55, -0.25)  0.16
H (4.98, 6.62, 2.77)  0.07
H (3.66, 5.75, 3.50)  0.05
H (4.18, 7.16, 4.32)  0.07
H (3.47, 8.67, 2.33)  0.11
H (2.15, 7.72, 2.90)  0.08
H (2.33, 7.73, 0.39)  0.11
H (2.35, 6.14, 1.09)  0.10
C (3.88, -4.92, 2.72)  -0.10
C (3.17, -5.04, 4.14)  -0.20
C (1.91, -4.14, 4.24)  -0.19
C (2.27, -2.75, 3.92)  -0.22
N (2.48, -1.65, 3.65)  0.17
H (4.68, -5.61, 2.47)  0.05
H (4.27, -3.92, 2.51)  0.06
H (3.16, -5.08, 1.91)  0.05
H (3.87, -4.79, 4.94)  0.11
H (2.79, -6.05, 4.24)  0.10
H (1.40, -4.19, 5.20)  0.10
H (1.22, -4.50, 3.48)  0.09
C (-1.12, -4.00, -5.13)  -0.11
C (-0.43, -4.30, -6.46)  -0.23
C (-1.07, -3.52, -7.66)  -0.14
C (-0.83, -2.02, -7.65)  -0.23
N (-0.69, -0.93, -7.65)  0.17
H (-2.07, -4.53, -5.11)  0.08
H (-1.25, -2.93, -4.95)  0.06
H (-0.58, -4.38, -4.26)  0.06
H (-0.39, -5.38, -6.62)  0.11
H (0.61, -4.01, -6.33)  0.09
H (-2.14, -3.67, -7.84)  0.11
H (-0.60, -3.82, -8.59)  0.11
C (-7.82, 1.43, -2.28)  -0.10
C (-6.79, 1.96, -1.31)  -0.28
C (-5.44, 1.33, -1.39)  -0.22
C (-4.48, 1.84, -0.42)  -0.19
N (-3.73, 2.17, 0.40)  0.18
H (-7.96, 0.36, -2.10)  0.05
H (-7.55, 1.55, -3.33)  0.07
H (-8.80, 1.85, -2.04)  0.08
H (-7.10, 1.70, -0.29)  0.12
H (-6.78, 3.05, -1.29)  0.12
H (-5.00, 1.45, -2.38)  0.11
H (-5.55, 0.27, -1.16)  0.05
C (-0.90, 5.93, -4.05)  -0.13
C (-0.43, 4.61, -3.57)  -0.29
C (1.07, 4.43, -3.55)  -0.23
C (1.85, 5.44, -2.76)  -0.18
N (2.44, 6.23, -2.13)  0.17
H (-0.62, 6.74, -3.38)  0.07
H (-1.98, 6.08, -4.00)  0.07
H (-0.50, 6.17, -5.04)  0.08
H (-0.97, 3.87, -4.18)  0.10
H (-0.80, 4.52, -2.55)  0.10
H (1.48, 4.44, -4.56)  0.08
H (1.34, 3.47, -3.10)  0.07
C (4.22, 0.40, -0.25)  -0.13
C (5.00, 1.27, -1.22)  -0.24
C (3.98, 2.24, -1.87)  -0.19
C (4.67, 3.47, -2.28)  -0.26
N (5.28, 4.37, -2.57)  0.16
H (3.73, -0.40, -0.81)  0.04
H (3.41, 0.93, 0.25)  0.04
H (4.82, -0.04, 0.55)  0.07
H (5.39, 0.61, -1.99)  0.08
H (5.88, 1.73, -0.78)  0.11
H (3.15, 2.44, -1.20)  0.09
H (3.55, 1.82, -2.78)  0.08
C (-2.10, 8.35, 4.32)  -0.10
C (-1.38, 7.82, 3.04)  -0.24
C (-1.85, 6.46, 2.45)  -0.16
C (-2.18, 5.46, 3.48)  -0.23
N (-2.50, 4.66, 4.25)  0.16
H (-3.18, 8.43, 4.22)  0.07
H (-1.68, 9.33, 4.55)  0.07
H (-1.93, 7.70, 5.18)  0.07
H (-0.33, 7.72, 3.32)  0.08
H (-1.28, 8.58, 2.26)  0.10
H (-1.09, 6.13, 1.73)  0.11
H (-2.75, 6.66, 1.86)  0.12
C (-1.86, -0.63, 4.51)  -0.10
C (-2.14, 0.90, 4.29)  -0.23
C (-3.30, 1.08, 3.32)  -0.22
C (-4.53, 0.42, 3.78)  -0.23
N (-5.53, -0.07, 4.13)  0.14
H (-1.16, -0.81, 5.33)  0.06
H (-1.31, -1.00, 3.66)  0.06
H (-2.83, -1.13, 4.61)  0.06
H (-1.28, 1.49, 3.96)  0.09
H (-2.49, 1.25, 5.26)  0.11
H (-3.04, 0.62, 2.36)  0.05
H (-3.51, 2.14, 3.26)  0.10
C (1.00, -0.80, -0.88)  -0.11
C (0.37, -0.63, 0.53)  -0.20
C (-0.76, 0.41, 0.49)  -0.18
C (-0.34, 1.75, 0.00)  -0.24
N (-0.01, 2.74, -0.38)  0.18
H (0.37, -1.08, -1.73)  0.08
H (1.74, -1.60, -0.83)  0.00
H (1.60, 0.07, -1.14)  0.05
H (1.07, -0.30, 1.30)  0.09
H (-0.08, -1.58, 0.81)  0.08
H (-1.26, 0.59, 1.45)  0.08
H (-1.56, 0.15, -0.20)  0.09
C (-2.83, -6.12, 6.47)  -0.10
C (-2.47, -4.66, 6.81)  -0.23
C (-1.64, -4.04, 5.65)  -0.19
C (-2.35, -3.95, 4.36)  -0.17
N (-2.90, -3.93, 3.30)  0.18
H (-3.18, -6.54, 7.41)  0.08
H (-1.91, -6.62, 6.16)  0.07
H (-3.53, -6.20, 5.64)  0.08
H (-1.87, -4.56, 7.72)  0.11
H (-3.38, -4.12, 7.05)  0.11
H (-0.81, -4.73, 5.51)  0.09
H (-1.19, -3.07, 5.85)  0.10
C (-1.87, -4.37, -1.11)  -0.09
C (-1.32, -4.26, 0.32)  -0.26
C (0.19, -4.53, 0.38)  -0.19
C (0.68, -5.78, -0.16)  -0.22
N (1.08, -6.81, -0.56)  0.16
H (-1.33, -3.70, -1.78)  0.07
H (-2.94, -4.22, -1.22)  0.04
H (-1.58, -5.32, -1.56)  0.07
H (-1.80, -4.94, 1.03)  0.09
H (-1.50, -3.25, 0.68)  0.06
H (0.46, -4.55, 1.44)  0.10
H (0.71, -3.70, -0.10)  0.09
Cl (3.89, -0.60, -4.60)  0.55
C (2.39, -0.74, -5.57)  -0.65
C (1.30, 0.17, -4.99)  -0.59
Cl (1.59, 1.90, -5.56)  0.58
H (2.13, -1.80, -5.52)  0.05
H (2.55, -0.47, -6.61)  0.07
H (1.23, 0.07, -3.91)  0.05
H (0.32, -0.10, -5.39)  0.01
Cl (-4.31, -1.94, -2.99)  0.61
C (-4.84, -1.13, -4.44)  -0.67
C (-3.72, -0.69, -5.40)  -0.65
Cl (-2.67, 0.48, -4.60)  0.56
H (-5.47, -0.28, -4.19)  0.06
H (-5.40, -1.89, -4.99)  0.07
H (-4.13, -0.18, -6.27)  0.08
H (-3.13, -1.54, -5.76)  0.04
Cl (-3.96, -1.69, 0.38)  0.58
C (-4.83, -3.18, 0.80)  -0.63
C (-5.87, -3.44, -0.29)  -0.68
Cl (-7.03, -2.12, -0.39)  0.57
H (-5.20, -3.07, 1.82)  0.07
H (-4.08, -3.97, 0.79)  0.03
H (-6.47, -4.30, 0.00)  0.07
H (-5.51, -3.65, -1.30)  0.02
Cl (3.27, -3.36, -2.08)  0.57
C (2.93, -4.91, -2.98)  -0.62
C (4.12, -5.21, -3.89)  -0.68
Cl (3.63, -6.65, -4.77)  0.59
H (2.03, -4.73, -3.57)  0.05
H (2.79, -5.73, -2.27)  0.04
H (4.91, -5.54, -3.21)  0.04
H (4.50, -4.47, -4.59)  0.07
Cl (5.86, -5.19, -0.30)  0.57
C (6.23, -3.45, -0.16)  -0.64
C (7.26, -3.18, -1.29)  -0.64
Cl (7.83, -1.46, -1.21)  0.54
H (6.74, -3.30, 0.79)  0.07
H (5.33, -2.84, -0.20)  0.03
H (6.77, -3.27, -2.26)  0.05
H (8.13, -3.84, -1.28)  0.06

No. 2
Here is one molecule with the formula C5H12O from OMol25. Energies are from ωB97M-V with the def2-TZVPD basis set.

Computed properties:
highest occupied orbital energy	-10.0846	eV
2S+1	1
F_max	0.53	eV/A
energy above the lowest of the compared OMol25 structures with the same formula, charge and spin	21.4	kJ/mol
net charge	0
SMILES	CCC(C)(C)O

Last column: Löwdin charge in e.
CARTESIAN COORDINATES (ANGSTROEM)
C (1.92, -0.28, -0.86)  -0.10
C (0.84, -0.58, 0.18)  -0.19
C (-0.56, 0.04, -0.04)  -0.61
C (-1.65, -0.89, 0.48)  -0.04
C (-0.60, 1.40, 0.74)  -0.04
O (-0.87, 0.24, -1.42)  -0.03
H (1.76, -0.75, -1.83)  0.08
H (2.89, -0.64, -0.49)  0.07
H (2.03, 0.80, -1.02)  0.08
H (1.14, -0.13, 1.12)  0.10
H (0.79, -1.67, 0.36)  0.11
H (-1.48, -1.12, 1.54)  0.09
H (-1.69, -1.84, -0.08)  0.09
H (-2.63, -0.41, 0.38)  0.08
H (-0.34, 1.30, 1.80)  0.08
H (-1.60, 1.84, 0.70)  0.08
H (0.10, 2.14, 0.33)  0.08
H (-0.07, 0.53, -1.87)  0.07

No. 3
Here is a 2-piece molecular cluster, C4H12N2 overall in a non-equilibrium geometry from OMol25. Energies are from ωB97M-V with the def2-TZVPD basis set.

Computed properties:
highest occupied orbital energy	-9.3764	eV
2S+1	1
F_max	1.40	eV/A
energy above the lowest of the compared OMol25 structures with the same formula, charge and spin	146.0	kJ/mol
net charge	0
SMILES	C=CC.NCN

Last column: Löwdin charge in e.
CARTESIAN COORDINATES (ANGSTROEM)
C (2.09, -1.65, -2.13)  -0.12
C (0.92, -2.17, -1.38)  -0.26
C (0.73, -3.38, -0.85)  -0.02
H (2.03, -1.88, -3.21)  0.08
H (2.99, -2.11, -1.73)  0.07
H (2.05, -0.56, -2.17)  0.07
H (0.09, -1.47, -1.27)  0.08
H (-0.06, -3.52, -0.12)  0.05
H (1.50, -4.12, -0.99)  0.05
N (-1.17, 1.20, 1.72)  -0.01
C (-1.68, 2.46, 1.15)  -0.37
N (-1.23, 3.64, 1.88)  -0.02
H (-0.32, 0.84, 1.35)  0.05
H (-1.88, 0.50, 1.59)  0.05
H (-2.75, 2.37, 1.30)  0.10
H (-1.49, 2.65, 0.09)  0.10
H (-1.60, 3.67, 2.83)  0.06
H (-0.23, 3.53, 1.94)  0.05

No. 4
Here is one molecule with the formula C4H9NO2 in a non-equilibrium geometry from OMol25. Energies are from ωB97M-V with the def2-TZVPD basis set.

Computed properties:
highest occupied orbital energy	-9.8582	eV
2S+1	1
F_max	3.77	eV/A
energy above the lowest of the compared OMol25 structures with the same formula, charge and spin	123.0	kJ/mol
net charge	0
SMILES	CC(C)NC(=O)O

Last column: Löwdin charge in e.
CARTESIAN COORDINATES (ANGSTROEM)
C (0.82, -1.62, -0.42)  -0.10
C (0.64, -0.12, -0.65)  -0.39
C (1.60, 0.59, 0.29)  -0.09
N (-0.87, 0.20, -0.41)  0.09
C (-1.69, 0.86, 0.56)  -0.50
O (-3.05, 0.85, 0.22)  0.06
O (-1.36, 1.05, 1.75)  0.03
H (1.91, -1.82, -0.39)  0.08
H (0.28, -1.91, 0.57)  0.11
H (0.31, -2.23, -1.24)  0.09
H (0.80, 0.23, -1.72)  0.15
H (1.17, 0.42, 1.36)  0.11
H (2.65, 0.29, 0.19)  0.08
H (1.54, 1.64, 0.27)  0.05
H (-1.32, 0.15, -1.31)  0.11
H (-3.42, 1.42, 0.90)  0.11

no.,DFT total energy (eV)
1,-204935.701
2,-7427.089
3,-7321.516
4,-9878.786